# 1
{"formula": "C12H35N2O6S2Si", "method": "ωB97M-V/def2-TZVPD", "symbols": ["C", "Si", "C", "C", "S", "C", "C", "S", "C", "N", "N", "C", "O", "H", "H", "H", "H", "H", "H", "H", "H", "H", "H", "H", "H", "H", "H", "H", "C", "O", "H", "H", "H", "H", "C", "O", "H", "H", "H", "H", "C", "O", "H", "H", "H", "H", "C", "O", "H", "H", "H", "H", "C", "O", "H", "H", "H", "H"], "xyz": [[4.80136, -0.40506, -0.25568], [3.49951, -0.76854, -1.53195], [3.16817, -2.57251, -1.79058], [3.79633, 0.18304, -3.09872], [1.56773, -0.02261, -0.61175], [1.58449, 1.78626, -0.81664], [0.22579, 2.46867, -0.54084], [-0.88960, 1.58060, 0.55815], [-1.71464, 0.49912, -0.53018], [-1.92709, -0.74938, -0.27178], [-2.71192, -1.22253, -1.32826], [-2.87340, -0.22310, -2.12547], [-2.27043, 0.91434, -1.69158], [5.29392, 0.54619, -0.46513], [5.53902, -1.20820, -0.33715], [4.43005, -0.38103, 0.77063], [2.81340, -2.77156, -2.80335], [2.43078, -2.96135, -1.08215], [4.10078, -3.12304, -1.62172], [4.07151, 1.21922, -2.89038], [4.63845, -0.27899, -3.62332], [2.94086, 0.16318, -3.77785], [0.67209, -0.38277, -1.54872], [1.94112, 2.03000, -1.81735], [2.34059, 2.11274, -0.09987], [0.43156, 3.39773, -0.00542], [-0.27395, 2.74259, -1.46877], [-3.43027, -0.25979, -3.05168], [-0.54076, 1.11016, 4.58540], [0.43134, 0.62942, 3.65577], [-0.14635, 0.93855, 5.58282], [-0.72019, 2.18102, 4.46740], [-1.48762, 0.57432, 4.48669], [0.08426, 0.77404, 2.77261], [-2.91803, 1.31730, 7.82861], [-2.35330, 2.45684, 7.19102], [-3.24056, 0.64097, 7.03998], [-2.18815, 0.79948, 8.45617], [-3.78731, 1.58155, 8.43520], [-2.06668, 3.07112, 7.87198], [5.63814, -5.60816, -2.90459], [6.04724, -4.68310, -1.89981], [5.27629, -5.02280, -3.74729], [6.47135, -6.22527, -3.24517], [4.83147, -6.25629, -2.55436], [6.38297, -5.18539, -1.15198], [-4.40860, 2.48955, 1.64819], [-4.64031, 1.11482, 1.92159], [-5.17851, 3.04611, 2.17638], [-3.43187, 2.81587, 2.01662], [-4.48712, 2.71246, 0.57926], [-3.97286, 0.57942, 1.48397], [-5.84709, 0.31192, -4.51438], [-4.73612, -0.05325, -5.32423], [-5.73165, -0.22680, -3.57493], [-5.85796, 1.38480, -4.30512], [-6.80627, 0.02478, -4.94854], [-4.81197, 0.39334, -6.17176]], "forces_ev_per_a": [[-0.31, 0.13, 0.02], [0.84, -0.28, -0.46], [-0.25, 0.08, 0.21], [-0.19, 0.07, 0.07], [-0.26, -0.02, 0.34], [0.00, 0.17, -0.16], [0.35, 0.03, -0.02], [-0.31, 0.29, 0.10], [0.18, -0.44, 0.26], [-0.08, 0.36, -0.36], [0.13, 0.48, -0.04], [-0.21, -0.80, 0.13], [-0.11, -0.03, -0.03], [0.02, -0.05, 0.03], [0.03, 0.07, 0.06], [0.05, -0.10, -0.01], [0.01, -0.01, 0.04], [0.05, -0.05, -0.05], [-0.02, 0.02, -0.10], [-0.02, -0.02, -0.07], [-0.02, -0.01, 0.06], [0.05, 0.02, 0.00], [0.10, 0.02, -0.11], [-0.01, -0.03, 0.06], [-0.06, -0.07, 0.02], [-0.05, -0.01, -0.10], [-0.07, -0.15, 0.05], [0.18, 0.38, -0.07], [0.02, -0.01, -0.01], [0.06, 0.07, -0.01], [0.00, 0.00, 0.00], [-0.02, 0.00, 0.03], [-0.01, 0.01, 0.02], [-0.04, -0.11, -0.01], [0.00, 0.03, -0.03], [0.04, -0.04, -0.01], [-0.01, -0.01, 0.01], [0.00, -0.01, 0.00], [-0.01, -0.01, 0.00], [0.00, 0.02, -0.01], [0.02, 0.01, 0.00], [-0.13, 0.04, 0.04], [0.00, -0.01, -0.01], [0.00, 0.00, -0.01], [0.00, 0.00, 0.00], [0.04, 0.02, 0.00], [0.02, -0.15, 0.04], [0.00, 0.03, -0.02], [0.00, 0.02, -0.02], [-0.01, 0.05, -0.01], [0.01, 0.03, 0.00], [0.00, -0.02, 0.01], [0.04, 0.02, 0.11], [0.03, 0.03, 0.09], [-0.09, 0.02, 0.02], [-0.03, 0.00, 0.01], [0.05, -0.04, -0.08], [0.01, -0.03, -0.02]], "lowdin_charge": [-0.172, 0.410, -0.175, -0.189, 0.925, -0.451, -0.470, 1.011, -0.735, 0.061, 0.082, -0.146, 0.050, 0.045, 0.050, 0.045, 0.050, 0.045, 0.028, 0.039, 0.056, 0.045, -0.013, 0.082, 0.098, 0.089, 0.091, 0.122, -0.153, -0.149, 0.079, 0.076, 0.080, -0.026, -0.159, -0.133, 0.075, 0.077, 0.077, 0.074, -0.152, -0.143, 0.075, 0.080, 0.079, 0.078, -0.167, -0.116, 0.083, 0.056, 0.074, 0.047, -0.161, -0.133, 0.068, 0.080, 0.082, 0.078], "total_energy_ha": -2124.70429, "e_lumo_ev": -2.96, "e_above_lowest_kcal_mol": 0.0, "charge": 1, "gap_ev": 8.9, "homo_ev": -11.870}

***

# 2
{"formula": "C15H36CaCrF9O20S3", "method": "ωB97M-V/def2-TZVPD", "symbols": ["Ca", "Cr", "C", "F", "F", "F", "S", "O", "O", "O", "C", "F", "F", "F", "S", "O", "O", "O", "C", "F", "F", "F", "S", "O", "O", "O", "C", "C", "O", "O", "H", "H", "H", "H", "H", "H", "C", "C", "O", "O", "H", "H", "H", "H", "H", "H", "C", "C", "O", "O", "H", "H", "H", "H", "H", "H", "C", "C", "O", "O", "H", "H", "H", "H", "H", "H", "C", "C", "O", "O", "H", "H", "H", "H", "H", "H", "C", "C", "O", "H", "H", "H", "H", "H", "H"], "xyz": [[-3.09612, 2.01394, 1.55331], [-1.86633, -2.87261, 0.57008], [-5.79290, -1.07637, -1.25320], [-6.52602, -0.00225, -1.70853], [-6.19366, -1.54196, -0.12573], [-5.84816, -2.06873, -2.11765], [-3.88304, -0.58680, -1.00535], [-3.88235, 0.64992, -0.26189], [-3.20898, -1.63567, -0.32475], [-3.27388, -0.53101, -2.34230], [0.78237, 0.57174, -0.87743], [-0.02795, 0.48533, -2.00107], [1.94970, -0.09073, -1.08693], [1.09728, 1.87803, -0.69349], [-0.16900, -0.02952, 0.71022], [0.76711, 0.07760, 1.89499], [-1.32141, 0.83125, 0.90644], [-0.46106, -1.47449, 0.49260], [-2.82236, -1.32217, 4.82553], [-2.64428, -2.57103, 5.24946], [-3.54588, -0.48451, 5.66628], [-1.56815, -0.71422, 4.71198], [-3.57813, -1.26823, 3.14612], [-3.63799, 0.08898, 2.67099], [-2.68776, -2.08435, 2.30679], [-4.84793, -1.98010, 3.32843], [5.86449, -2.14433, -2.37944], [4.33372, -2.31320, -2.13375], [3.68918, -2.82478, -3.25605], [6.43926, -3.42827, -2.60300], [6.44457, -1.65882, -1.59465], [6.06471, -1.64962, -3.32985], [3.83376, -1.39617, -1.82195], [4.20455, -2.82635, -1.18081], [4.12432, -3.66875, -3.39736], [6.83530, -3.80604, -1.81430], [3.18808, 4.23692, 1.78443], [3.44404, 3.90848, 0.28254], [4.80671, 3.76919, 0.07246], [3.08828, 2.95144, 2.48364], [2.28997, 4.81793, 1.99402], [4.08676, 4.74747, 2.13056], [3.00936, 4.72908, -0.28823], [2.89204, 3.05935, -0.12042], [4.96720, 4.29209, -0.71647], [2.91802, 2.13323, 2.01126], [0.41703, -3.62462, -2.82419], [-0.99193, -2.97317, -2.64650], [-1.56385, -3.53464, -1.47742], [0.12256, -4.98845, -3.12840], [1.08464, -3.54511, -1.96624], [0.88369, -3.19014, -3.70825], [-1.61236, -2.95802, -3.54257], [-0.85454, -1.91636, -2.41762], [-1.66451, -4.46973, -1.67000], [0.93677, -5.40753, -3.41654], [-1.02910, 2.24615, 3.95947], [-0.28036, 3.28603, 3.19751], [-0.80374, 3.48652, 1.88518], [-2.45709, 2.50137, 4.09804], [-0.60662, 2.06972, 4.94866], [-0.92966, 1.29064, 3.44448], [0.78936, 3.07797, 3.17505], [-0.29081, 4.21521, 3.76725], [-0.31905, 4.23340, 1.52623], [-2.54247, 3.18034, 4.77134], [-3.31047, 3.66872, -4.41839], [-3.24477, 2.14444, -4.06572], [-2.07785, 1.90008, -3.31058], [-3.55342, 4.35047, -3.25287], [-4.02026, 3.94416, -5.19840], [-2.36975, 4.09903, -4.76187], [-3.26997, 1.71304, -5.06640], [-4.05325, 1.73920, -3.45724], [-2.19650, 1.13123, -2.74810], [-2.70549, 4.62477, -2.89596], [3.01579, -2.25073, 1.62558], [2.36007, -2.33208, 3.00509], [0.97033, -2.35376, 2.73603], [2.96785, -1.25849, 1.17695], [2.71479, -2.94973, 0.84525], [4.10514, -2.23563, 1.66024], [2.63814, -1.49427, 3.64450], [2.72679, -3.18263, 3.57971], [0.77740, -1.42826, 2.56914]], "forces_ev_per_a": [[0.29, -0.62, 0.19], [-0.88, 0.33, 0.01], [1.75, 1.22, -1.29], [1.18, -1.65, 0.96], [-1.05, 0.21, 1.69], [0.05, 0.26, -0.67], [-0.19, 0.77, -4.56], [-0.56, 1.38, 0.82], [-0.39, -2.18, 2.10], [-1.39, 0.76, 1.05], [0.02, 0.64, -1.23], [1.49, -0.20, 2.27], [-2.04, 0.51, 0.46], [-0.66, -1.35, -0.02], [2.63, -1.51, 3.51], [-1.76, 1.01, -3.47], [0.33, -0.29, -1.17], [0.82, 2.39, -0.98], [1.55, 2.17, 0.42], [-0.68, 1.56, -0.06], [1.02, -2.16, -1.15], [-1.47, -0.96, 0.29], [-3.21, -4.01, -0.35], [0.19, 1.32, 0.29], [1.33, -0.26, 0.02], [1.87, 1.86, 0.01], [-0.26, -0.55, -0.25], [1.26, 1.66, 1.21], [-0.21, -0.52, 0.22], [-0.08, -0.68, -0.30], [-0.51, 0.36, 0.21], [-0.36, 0.44, 0.13], [0.26, 0.59, -0.76], [0.01, -1.22, -0.15], [0.07, -0.31, -0.44], [-0.14, 0.18, 0.15], [0.22, -3.20, -1.29], [-1.55, 1.35, 0.81], [0.63, 0.15, -0.59], [0.07, 1.26, 1.50], [-0.07, 0.07, -0.16], [-0.20, -0.02, 0.24], [0.25, 0.47, -0.24], [-0.01, -0.39, 0.66], [0.66, -0.16, -0.04], [0.02, 0.54, -0.86], [-1.60, 0.06, -1.43], [2.81, 1.52, 0.34], [-0.98, -0.72, 1.03], [0.05, -0.12, 0.38], [-0.24, 0.27, 0.19], [0.20, 0.37, 0.18], [-0.20, -0.82, 0.23], [0.03, 0.03, 0.06], [-0.01, -0.52, 0.05], [-0.01, -0.22, -0.01], [-0.26, -1.02, -0.11], [0.68, 0.96, 0.98], [-0.60, -0.27, 0.12], [0.63, 0.06, -0.88], [0.17, 0.26, -0.04], [-0.22, -0.07, -0.04], [0.07, -0.68, -0.25], [-0.47, 0.42, -0.04], [-0.12, 0.06, -0.36], [-0.32, 0.16, 0.07], [0.67, -1.23, 0.29], [0.10, 1.06, -1.06], [0.85, 0.57, -0.29], [-0.84, 1.69, 2.03], [-0.47, -0.42, 0.21], [0.45, -0.96, -0.66], [0.37, -0.99, 0.05], [-0.65, 0.63, -0.46], [-0.36, -0.25, -0.23], [-0.18, -0.02, 0.08], [1.81, 1.07, -0.14], [0.41, -0.16, -1.28], [-0.25, -0.98, 1.28], [-1.03, 0.28, 0.08], [-0.30, -0.31, 0.51], [0.38, -0.86, 0.40], [-0.03, 0.41, -0.20], [-0.56, -0.45, -0.26], [-0.27, 0.04, -0.03]], "lowdin_charge": [1.638, 1.062, -0.608, 0.126, 0.197, 0.169, 0.567, -0.410, -0.364, -0.281, -0.490, 0.114, 0.135, 0.114, 0.689, -0.286, -0.443, -0.376, -0.534, 0.180, 0.108, 0.075, 0.582, -0.416, -0.370, -0.248, -0.207, -0.265, -0.044, -0.077, 0.119, 0.120, 0.096, 0.099, 0.087, 0.087, -0.155, -0.273, -0.032, -0.104, 0.096, 0.123, 0.116, 0.093, 0.095, 0.066, -0.194, -0.161, -0.122, -0.061, 0.119, 0.122, 0.146, 0.102, 0.117, 0.094, -0.214, -0.222, -0.100, -0.113, 0.147, 0.086, 0.113, 0.132, 0.102, 0.108, -0.253, -0.222, -0.088, -0.070, 0.119, 0.120, 0.111, 0.108, 0.014, 0.082, -0.094, -0.280, -0.113, 0.047, 0.070, 0.071, 0.114, 0.112, -0.017], "spin_multiplicity": 5, "s_squared": 6.00, "total_energy_ha": -5913.18512, "e_lumo_ev": [-3.63, -3.44], "charge": 1, "gap_ev": [7.9, 8.1], "homo_ev": [-11.569, -11.569]}

***

# 3
{"formula": "C7H17NOSi2", "method": "ωB97M-V/def2-TZVPD", "symbols": ["C", "C", "C", "C", "C", "C", "C", "N", "O", "Si", "Si", "H", "H", "H", "H", "H", "H", "H", "H", "H", "H", "H", "H", "H", "H", "H", "H", "H"], "xyz": [[0.35559, 1.35976, 1.69678], [0.34385, 0.10498, -1.65429], [-1.09891, 0.52246, -1.37796], [1.99820, -1.18934, 0.75779], [3.17012, 1.05252, -1.04095], [-3.33347, 0.56059, 0.80975], [-1.62651, -2.02125, 0.41849], [-0.49312, 0.48285, 1.46886], [1.33498, 1.64531, 0.86564], [1.58227, 0.39175, -0.22207], [-1.62204, -0.12396, 0.33717], [0.41073, 1.89382, 2.64954], [0.35147, -0.95886, -1.89721], [0.71121, 0.61591, -2.54655], [-1.15880, 1.60978, -1.36940], [-1.74051, 0.18049, -2.18904], [1.94064, -2.07570, 0.13783], [3.01173, -1.13783, 1.14611], [1.32934, -1.32920, 1.60246], [3.00111, 2.01695, -1.50777], [3.97431, 1.17667, -0.32673], [3.51152, 0.36748, -1.80636], [-4.10619, 0.17296, 0.15460], [-3.58788, 0.27489, 1.82415], [-3.35879, 1.64216, 0.75380], [-2.30953, -2.44048, -0.31327], [-0.64301, -2.43660, 0.23150], [-1.94829, -2.35811, 1.39714]], "forces_ev_per_a": [[-0.36, -0.02, 1.01], [0.21, 0.17, 0.49], [-0.22, -0.31, 0.52], [-0.18, 0.62, -0.14], [-0.64, -0.38, 0.31], [0.66, -0.42, -0.20], [0.04, 0.76, -0.08], [-1.08, -0.31, 0.23], [0.49, 0.88, -0.08], [1.64, -0.94, -1.50], [-0.80, -0.13, -0.36], [0.10, 0.16, -0.08], [0.21, -0.16, 0.07], [0.19, 0.04, 0.02], [-0.14, 0.20, 0.10], [-0.24, -0.02, -0.01], [-0.05, -0.19, -0.25], [0.19, 0.11, 0.02], [-0.09, -0.05, 0.04], [-0.13, 0.20, -0.12], [0.17, -0.01, 0.26], [0.12, -0.21, -0.28], [-0.17, -0.09, -0.20], [-0.01, -0.08, 0.24], [0.07, 0.28, -0.04], [-0.16, -0.02, -0.18], [0.24, -0.06, -0.05], [-0.06, -0.03, 0.26]], "lowdin_charge": [-0.364, -0.296, -0.301, -0.145, -0.161, -0.170, -0.153, 0.005, -0.092, 0.514, 0.460, 0.135, 0.071, 0.070, 0.072, 0.070, 0.027, 0.029, 0.022, 0.027, 0.024, 0.025, 0.021, 0.021, 0.021, 0.028, 0.010, 0.028], "total_energy_ha": -986.00720, "e_lumo_ev": 0.85, "e_above_lowest_kcal_mol": 19.9, "gap_ev": 9.9, "homo_ev": -9.082}